Record 1
{
  "formula": "C4H5O2S",
  "method": "ωB97M-V/def2-TZVPD",
  "symbols": ["S", "O", "O", "C", "C", "C", "C", "H", "H", "H", "H", "H"],
  "xyz": [[0.31, -0.46, 0.28], [3.83, 1.02, 0.12], [2.90, -0.99, -0.31], [-1.10, 0.09, -0.41], [-2.27, -0.69, 0.09], [1.46, 0.71, 0.35], [2.89, 0.20, 0.02], [-1.92, -1.61, 0.49], [1.12, 1.77, 0.16], [-2.78, -0.17, 1.05], [-3.04, -0.71, -0.66], [-1.40, 0.85, -1.17]],
  "lumo_energy_ev": [3.503, 3.526],
  "relative_energy_kj_mol": 257.55,
  "fmax_ev_per_a": 3.42,
  "molar_mass_g_mol": 117.149,
  "total_charge": -1,
  "energy_ha": -704.038890,
  "orbital_gap_ev": [6.961, 6.917]
}

=====

Record 2
{
  "formula": "C4H5O2S2",
  "method": "ωB97M-V/def2-TZVPD",
  "symbols": ["S", "S", "O", "O", "C", "C", "C", "C", "H", "H", "H", "H", "H"],
  "xyz": [[-2.30, 1.76, -0.19], [-0.52, -2.69, 0.71], [2.33, 1.05, 1.33], [3.00, 0.93, -0.87], [0.05, -0.36, -0.77], [-1.08, -1.09, -0.18], [-0.56, 0.25, 0.31], [2.62, 1.00, 0.21], [0.25, -0.22, -1.78], [0.33, -1.94, 1.48], [-2.22, -1.20, -0.39], [-1.61, 2.00, -1.18], [-0.29, 0.51, 1.31]],
  "lumo_energy_ev": 3.130,
  "relative_energy_kj_mol": 233.35,
  "fmax_ev_per_a": 3.86,
  "molar_mass_g_mol": 149.216,
  "total_charge": -1,
  "energy_ha": -1102.211536,
  "orbital_gap_ev": 6.042
}

=====

Record 3
{
  "formula": "C4H5O3",
  "method": "ωB97M-V/def2-TZVPD",
  "symbols": ["O", "O", "O", "C", "C", "C", "C", "H", "H", "H", "H", "H"],
  "xyz": [[2.81, 0.20, 0.04], [-1.96, -0.74, -0.65], [-2.18, 1.22, 0.38], [-1.59, 0.24, -0.01], [0.74, -1.05, 0.36], [0.09, 0.31, 0.33], [1.79, -0.29, -0.39], [1.59, -0.26, -1.48], [0.15, -1.83, -0.12], [0.19, 0.91, 1.21], [-0.25, 0.82, -0.57], [1.14, -1.36, 1.32]],
  "lumo_energy_ev": 4.136,
  "relative_energy_kj_mol": 195.99,
  "fmax_ev_per_a": 4.07,
  "molar_mass_g_mol": 101.081,
  "total_charge": -1,
  "energy_ha": -381.125941,
  "orbital_gap_ev": 7.992
}

=====

Record 4
{
  "formula": "C4H5O5Sc",
  "method": "ωB97M-V/def2-TZVPD",
  "symbols": ["Sc", "O", "O", "O", "O", "O", "C", "C", "C", "C", "H", "H", "H", "H", "H"],
  "xyz": [[2.40, 1.41, -0.35], [0.50, 0.64, 0.27], [5.52, -1.06, -1.57], [0.53, -1.50, 0.75], [-1.43, -0.51, 0.71], [3.94, 0.42, -1.06], [4.39, -0.76, -1.24], [-2.19, 0.48, 0.44], [-3.61, 0.33, 0.58], [-0.04, -0.41, 0.57], [-3.93, -0.68, 0.83], [-4.06, 0.70, -0.37], [3.64, -1.59, -1.11], [-3.94, 1.09, 1.32], [-1.72, 1.45, 0.21]],
  "lumo_energy_ev": [-16.271, -16.766],
  "relative_energy_kj_mol": 0.00,
  "fmax_ev_per_a": 10.38,
  "molar_mass_g_mol": 178.035,
  "total_charge": 3,
  "energy_ha": -1291.020097,
  "orbital_gap_ev": [6.092, 5.593],
  "multiplicity": 2
}

=====

Record 5
{
  "formula": "C4H5OP",
  "method": "ωB97M-V/def2-TZVPD",
  "symbols": ["P", "O", "C", "C", "C", "C", "H", "H", "H", "H", "H"],
  "xyz": [[0.03, 2.77, 0.44], [-2.88, 0.61, 2.08], [-0.74, 1.51, 1.35], [-0.03, -1.15, -0.79], [-1.99, 1.18, 1.58], [0.54, -0.76, 0.31], [0.35, -0.71, -1.77], [-0.65, -2.15, -0.94], [0.23, -0.93, 1.36], [1.34, 2.52, 0.86], [1.24, 0.08, 0.29]],
  "lumo_energy_ev": -1.792,
  "relative_energy_kj_mol": 315.04,
  "fmax_ev_per_a": 4.36,
  "smiles": "O=C=C=P.C=C",
  "molar_mass_g_mol": 100.057,
  "energy_ha": -571.847031,
  "orbital_gap_ev": 7.296
}

=====

Record 6
{
  "formula": "C4H5OP",
  "method": "ωB97M-V/def2-TZVPD",
  "symbols": ["P", "O", "C", "C", "C", "C", "H", "H", "H", "H", "H"],
  "xyz": [[-1.46, 0.07, -0.09], [-2.96, -0.02, 0.09], [-0.43, 1.44, 0.21], [-0.31, -1.56, 0.04], [0.86, -0.89, 0.10], [0.94, 0.70, 0.11], [1.59, 0.95, 0.96], [1.36, 1.12, -0.88], [1.74, -1.50, 0.19], [-0.61, 2.25, -0.49], [-0.72, -2.56, -0.24]],
  "lumo_energy_ev": -0.166,
  "relative_energy_kj_mol": 151.66,
  "fmax_ev_per_a": 4.48,
  "molar_mass_g_mol": 100.057,
  "energy_ha": -571.909259,
  "orbital_gap_ev": 8.665
}

=====

Record 7
{
  "formula": "C4H5OPS",
  "method": "ωB97M-V/def2-TZVPD",
  "symbols": ["S", "P", "O", "C", "C", "C", "C", "H", "H", "H", "H", "H"],
  "xyz": [[-3.57, -0.47, 0.20], [-1.68, -0.10, 0.14], [-0.99, 2.49, -0.66], [-0.58, -0.28, 1.52], [0.65, -0.89, -0.43], [-0.53, -0.63, -1.05], [0.64, -0.67, 1.09], [-1.37, 2.57, -1.59], [1.45, -1.45, -0.98], [1.61, -0.71, 1.71], [-0.84, -0.09, 2.51], [-0.74, -0.58, -2.14]],
  "lumo_energy_ev": [-2.412, -2.412],
  "relative_energy_kj_mol": 380.70,
  "fmax_ev_per_a": 2.29,
  "molar_mass_g_mol": 132.124,
  "energy_ha": -970.050595,
  "orbital_gap_ev": [6.313, 6.320]
}

=====

Record 8
{
  "formula": "C4H5OSc",
  "method": "ωB97M-V/def2-TZVPD",
  "symbols": ["Sc", "O", "C", "C", "C", "C", "H", "H", "H", "H", "H"],
  "xyz": [[2.72, -2.61, 2.06], [2.05, -1.13, 0.89], [-0.02, -0.13, 0.38], [1.24, -0.67, 0.04], [-0.89, 0.29, -0.64], [-1.66, 1.43, -0.55], [1.64, -0.51, -0.98], [-2.30, 1.74, -1.37], [-0.75, -0.22, -1.62], [-0.37, -0.21, 1.41], [-1.67, 2.02, 0.37]],
  "lumo_energy_ev": [-16.686, -16.681],
  "fmax_ev_per_a": 3.43,
  "molar_mass_g_mol": 114.039,
  "total_charge": 3,
  "energy_ha": -990.007558,
  "orbital_gap_ev": [5.470, 8.170],
  "multiplicity": 2
}

=====

Record 9
{
  "formula": "C4H5P",
  "method": "ωB97M-V/def2-TZVPD",
  "symbols": ["P", "C", "C", "C", "C", "H", "H", "H", "H", "H"],
  "xyz": [[-1.57, -1.43, 1.58], [0.13, 1.35, -0.60], [0.96, 0.53, -0.12], [1.87, -0.30, 0.24], [-2.27, -1.15, 0.24], [-0.92, 1.22, -0.37], [2.40, -0.10, 1.14], [-2.98, -1.23, -0.51], [0.32, 2.24, -1.16], [2.06, -1.12, -0.43]],
  "lumo_energy_ev": 0.480,
  "relative_energy_kj_mol": 228.85,
  "fmax_ev_per_a": 3.28,
  "smiles": "C=C=C.C#P",
  "molar_mass_g_mol": 84.058,
  "energy_ha": -496.613508,
  "orbital_gap_ev": 10.126
}

=====

Record 10
{
  "formula": "C4H5P",
  "method": "ωB97M-V/def2-TZVPD",
  "symbols": ["P", "C", "C", "C", "C", "H", "H", "H", "H", "H"],
  "xyz": [[-0.91, -0.76, -2.64], [0.51, -0.05, -0.21], [-0.72, 0.14, 0.65], [0.38, -0.35, -1.68], [-1.95, -0.07, 0.36], [1.07, -0.89, 0.23], [-2.99, -0.10, 0.56], [1.35, -0.29, -2.15], [-0.40, 0.50, 1.63], [1.15, 0.84, -0.11]],
  "lumo_energy_ev": [0.191, -0.406],
  "relative_energy_kj_mol": 295.10,
  "fmax_ev_per_a": 1.60,
  "molar_mass_g_mol": 84.058,
  "energy_ha": -496.588276,
  "orbital_gap_ev": [8.158, 7.938]
}

=====

Record 11
{
  "formula": "C4H5PS",
  "method": "ωB97M-V/def2-TZVPD",
  "symbols": ["S", "P", "C", "C", "C", "C", "H", "H", "H", "H", "H"],
  "xyz": [[0.78, -1.84, 0.17], [-1.77, 0.51, 0.16], [1.16, -0.14, 0.30], [2.29, 0.82, -0.01], [-3.00, -0.61, -0.09], [-0.13, -0.18, 0.09], [2.27, 1.43, 0.89], [3.25, 0.56, -0.45], [-4.03, -0.50, 0.01], [1.76, 1.56, -0.81], [-2.58, -1.60, -0.24]],
  "lumo_energy_ev": -0.593,
  "relative_energy_kj_mol": 252.49,
  "fmax_ev_per_a": 4.65,
  "smiles": "C=PC1=C(C)S1",
  "molar_mass_g_mol": 116.125,
  "energy_ha": -894.797618,
  "orbital_gap_ev": 7.100
}

=====

Record 12
{
  "formula": "C4H5PS",
  "method": "ωB97M-V/def2-TZVPD",
  "symbols": ["S", "P", "C", "C", "C", "C", "H", "H", "H", "H", "H"],
  "xyz": [[0.88, 1.89, -0.14], [2.48, -1.02, 0.48], [-0.06, 0.53, 0.11], [0.64, -0.69, 0.00], [1.72, -0.91, -0.98], [-1.51, 0.70, 0.54], [-1.57, 0.10, 1.37], [-0.49, -2.03, -0.04], [-1.74, 1.84, 0.88], [1.80, -0.70, -1.97], [-2.14, 0.30, -0.25]],
  "lumo_energy_ev": -0.608,
  "relative_energy_kj_mol": 382.84,
  "fmax_ev_per_a": 5.33,
  "molar_mass_g_mol": 116.125,
  "energy_ha": -894.747968,
  "orbital_gap_ev": 7.776
}